# 1
Computed, not measured: 7 unconnected molecules or ions with the total composition H15NO6, with ωB97M-V/def2-TZVPD.

Element x y z (Å)
N (-1.13, -1.71, -1.00)
H (-0.28, -1.64, -0.44)
H (-0.93, -2.31, -1.76)
H (-1.81, -2.12, -0.35)
H (0.03, 2.10, 3.18)
H (-1.17, 2.72, 2.48)
O (-0.49, 2.92, 3.10)
H (-0.08, 0.62, -2.02)
H (0.70, 0.52, -3.29)
O (0.71, 0.16, -2.46)
H (1.19, -0.27, 0.24)
H (2.06, -0.46, 1.52)
O (1.23, -0.02, 1.23)
H (-1.13, 0.51, 3.53)
H (-0.33, 0.02, 2.29)
O (-1.13, -0.07, 2.80)
H (3.53, -0.97, -2.14)
H (1.95, -0.94, -2.02)
O (2.77, -1.53, -1.86)
H (-1.89, 0.05, -1.01)
H (-2.20, 1.48, -1.22)
O (-1.60, 0.92, -0.80)

As for the SMILES: N.O.O.O.O.O.O. The highest occupied orbital energy is -10.869 eV. Its energy is -515.17437 a.u. Its energy above the lowest of the compared OMol25 structures with the same formula, charge and spin is 118.4 kJ/mol.

# 2
Computed, not measured: C2H5N3OS in the gas phase, with ωB97M-V/def2-TZVPD.

Element x y z (Å)
C (-0.12, 1.07, 0.04)
C (1.70, -0.65, 0.17)
H (-1.42, -2.11, 0.52)
H (-1.76, 0.69, 1.13)
H (-1.13, 2.63, 0.31)
H (1.73, 1.09, -0.76)
H (1.08, -1.37, 0.77)
N (-1.05, 0.19, 0.64)
N (-0.29, 2.29, -0.16)
N (1.06, 0.45, -0.35)
O (2.88, -0.87, 0.03)
S (-1.81, -1.06, -0.28)

As for the SMILES: [H]/N=C(\NS)NC=O. The highest occupied orbital energy is -9.857 eV. Its energy is -716.89269 a.u. Its energy above the lowest of the compared OMol25 structures with the same formula, charge and spin is 126.1 kJ/mol.

# 3
Computed, not measured: a molecular structure, C19H51N2O2PdS3SbSi4, with ωB97M-V/def2-TZVPD.

Element x y z (Å)
Pd (0.78, 1.97, 0.00)
C (4.00, -2.05, -2.63)
Si (4.01, -0.36, -1.77)
C (5.81, -0.09, -1.24)
C (3.59, 0.92, -3.08)
Sb (2.04, -0.33, -0.16)
Si (2.84, -1.75, 1.82)
C (1.63, -3.19, 1.77)
C (4.55, -2.50, 1.54)
C (2.81, -1.05, 3.57)
Si (3.03, 2.29, 0.94)
C (4.02, 3.39, -0.26)
C (4.49, 1.40, 1.78)
C (2.44, 3.27, 2.46)
H (4.76, -2.09, -3.42)
H (3.02, -2.21, -3.08)
H (4.19, -2.87, -1.93)
H (6.46, -0.23, -2.11)
H (6.12, -0.81, -0.47)
H (5.99, 0.91, -0.84)
H (4.28, 0.86, -3.93)
H (3.63, 1.93, -2.67)
H (2.57, 0.75, -3.44)
H (1.70, -3.73, 0.82)
H (0.61, -2.82, 1.87)
H (1.83, -3.90, 2.59)
H (4.66, -2.94, 0.54)
H (4.72, -3.30, 2.27)
H (5.34, -1.75, 1.67)
H (2.12, -0.20, 3.60)
H (3.80, -0.76, 3.91)
H (2.43, -1.83, 4.24)
H (4.84, 2.82, -0.69)
H (4.47, 4.21, 0.33)
H (3.43, 3.83, -1.06)
H (5.00, 0.66, 1.17)
H (4.18, 0.93, 2.72)
H (5.21, 2.19, 2.03)
H (1.76, 2.62, 3.02)
H (1.90, 4.18, 2.19)
H (3.30, 3.52, 3.08)
C (-0.89, -1.48, 4.32)
Si (-0.90, 0.31, 3.65)
C (-0.80, 1.40, 5.22)
C (-2.69, 0.54, 3.03)
O (0.23, 0.64, 2.61)
H (-1.66, -1.63, 5.08)
H (0.08, -1.74, 4.75)
H (-1.10, -2.18, 3.50)
H (-1.58, 1.16, 5.96)
H (-0.90, 2.45, 4.94)
H (0.17, 1.27, 5.70)
H (-3.38, 0.74, 3.86)
H (-3.04, -0.37, 2.52)
H (-2.77, 1.35, 2.30)
C (-2.52, -2.16, -0.49)
O (-2.04, -1.61, -1.71)
C (-1.40, -0.41, -1.68)
S (-0.75, 0.06, -3.16)
S (-1.31, 0.40, -0.21)
H (-2.95, -3.13, -0.76)
H (-3.28, -1.52, -0.05)
H (-1.71, -2.28, 0.23)
C (-1.12, 3.65, 1.82)
N (-1.66, 3.81, 0.48)
C (-2.44, 5.03, 0.38)
C (-0.72, 3.69, -0.58)
S (0.86, 4.30, -0.46)
N (-1.31, 3.56, -1.81)
C (-0.51, 3.70, -3.00)
C (-2.62, 2.94, -1.99)
H (-1.96, 3.65, 2.52)
H (-0.43, 4.46, 2.09)
H (-0.59, 2.70, 1.93)
H (-1.81, 5.92, 0.55)
H (-3.23, 5.02, 1.13)
H (-2.90, 5.12, -0.60)
H (-0.14, 4.73, -3.10)
H (-1.13, 3.44, -3.86)
H (0.35, 3.02, -2.98)
H (-3.03, 2.66, -1.03)
H (-2.51, 2.03, -2.60)
H (-3.30, 3.64, -2.50)

Its total charge is -2. The highest occupied orbital energy is -1.213 eV. Its energy is -3735.39702 a.u. Its energy above the lowest of the compared OMol25 structures with the same formula, charge and spin is 216.0 kJ/mol.

# 4
Computed, not measured: 2 unconnected molecules or ions with the total composition C3H6N, with ωB97M-V/def2-TZVPD.

Element x y z (Å)
C (1.46, 0.15, -0.23)
C (2.73, -0.35, 0.12)
C (-3.42, 0.30, 0.08)
N (0.43, 0.55, -0.52)
H (3.37, 0.12, 0.90)
H (2.46, -1.47, 0.39)
H (3.33, -0.32, -0.79)
H (-4.13, 0.22, 0.81)
H (-2.93, -0.55, -0.36)
H (-3.29, 1.35, -0.40)

Its total charge is +1. The highest occupied orbital energy is -14.745 eV. Its energy is -172.21432 a.u. Its energy above the lowest of the compared OMol25 structures with the same formula, charge and spin is 378.8 kJ/mol.